DFT (ωB97M-V with the def2-TZVPD basis set) results for an isolated molecule of C5H6O2.

Last columns: bonded neighbours and bond lengths (Å).
Element x y z (Å)
1 O -1.470 -0.345 0.940  C3 1.407, H8 0.966
2 O 0.651 1.546 0.650  C5 1.309, C7 1.400
3 C -1.036 -0.754 -0.335  O1 1.407, C6 1.515, H10 1.098, H13 1.096
4 C 1.812 -0.604 1.230  C5 1.202, H9 1.064
5 C 1.263 0.429 0.952  O2 1.309, C4 1.202
6 C -0.307 0.310 -1.130  C3 1.515, C7 1.328, H11 1.083
7 C 0.155 1.461 -0.656  O2 1.400, C6 1.328, H12 1.084
8 H -0.741 -0.469 1.562  O1 0.966
9 H 2.259 -1.559 1.378  C4 1.064
10 H -0.518 -1.722 -0.301  C3 1.098
11 H -0.327 0.184 -2.205  C6 1.083
12 H 0.213 2.415 -1.169  C7 1.084
13 H -1.956 -0.893 -0.914  C3 1.096

## Properties
Structure (SMILES): C#CO/C=C\CO
Charge: 0
ΔE to the lowest compared entry with this formula, charge and spin, eV: 4.162
DFT total energy, a.u.: -344.44896